No. 1
Molecular formula: C29H46IN11O2RuS2
Method: DFT, ωB97M-V/def2-TZVPD

Computed properties:
E_HOMO (spin up / spin down), eV: -8.870 / -9.403
<S²>: 8.81
ΔE to the lowest compared entry with this formula, charge and spin, kcal/mol: 0.0
Energy, a.u.: -3074.240757
Molecular weight, Da: 872.87
Gap between HOMO and LUMO (spin up / spin down), eV: 7.24 / 7.08
Lowest unoccupied orbital energy (spin up / spin down), eV: -1.63 / -2.32

```
! RIJCOSX wB97M-V def2-TZVPD def2/J DEFGRID3
* xyz 1 6
Ru -0.293 -0.415 -0.600
N -2.115 -1.506 0.586
C -3.321 -1.753 -0.217
C -4.602 -1.792 0.605
C -4.750 -0.616 1.547
C -4.766 0.737 0.876
N -5.853 0.821 -0.097
C -5.741 1.183 -1.357
N -6.823 1.147 -2.152
N -4.602 1.741 -1.810
C -3.459 -0.701 -1.333
O -4.470 -0.766 -2.040
O -2.541 0.183 -1.395
H -1.934 -2.277 1.217
H -2.248 -0.677 1.157
H -3.204 -2.715 -0.713
H -4.620 -2.704 1.207
H -5.441 -1.851 -0.089
H -3.951 -0.608 2.293
H -5.675 -0.741 2.120
H -3.815 0.957 0.391
H -4.922 1.505 1.633
H -6.730 0.409 0.179
H -7.632 0.630 -1.851
H -6.680 1.171 -3.147
H -3.751 1.278 -1.509
H -4.591 1.899 -2.807
C 2.215 -3.632 -0.154
N 2.531 -3.522 -1.572
C 3.734 -3.895 -2.159
C 3.661 -3.575 -3.460
N 2.419 -2.989 -3.640
C 1.714 -2.965 -2.489
S 0.112 -2.414 -2.343
H 3.143 -3.663 0.413
H 1.628 -4.529 0.041
H 1.646 -2.760 0.140
H 4.523 -4.370 -1.600
H 4.382 -3.678 -4.253
H 2.023 -2.696 -4.517
C 0.151 5.036 -0.101
N 0.658 4.141 0.927
C 1.722 4.418 1.779
C 1.927 3.320 2.526
N 0.975 2.400 2.129
C 0.192 2.892 1.153
S -1.122 2.118 0.395
H 0.953 5.699 -0.417
H -0.687 5.625 0.270
H -0.182 4.442 -0.947
H 2.236 5.364 1.766
H 2.658 3.110 3.288
H 0.911 1.442 2.433
C 0.316 -3.009 2.581
C 0.733 -1.760 3.368
C -0.428 -0.763 3.462
C 2.043 -1.188 2.844
C 3.163 -1.441 3.618
C 4.429 -1.006 3.250
C 4.571 -0.254 2.090
C 3.500 0.040 1.263
C 3.814 0.837 0.002
C 3.813 -0.078 -1.228
C 2.925 2.064 -0.229
C 2.193 -0.501 1.572
N 1.199 -0.466 0.679
H -0.520 -3.510 3.080
H 1.141 -3.721 2.505
H 0.009 -2.727 1.575
H 0.941 -2.078 4.391
H -0.632 -0.312 2.494
H -0.219 0.017 4.202
H -1.334 -1.276 3.802
H 3.046 -2.000 4.542
H 5.291 -1.239 3.863
H 5.554 0.118 1.817
H 4.829 1.217 0.138
H 2.789 -0.394 -1.436
H 4.425 -0.965 -1.056
H 4.210 0.447 -2.105
H 1.892 1.775 -0.395
H 3.272 2.615 -1.111
H 2.975 2.734 0.632
I 2.517 2.594 -5.646
C 1.136 2.039 -4.223
C 0.011 2.725 -3.827
N -0.557 1.982 -2.862
N 0.119 0.863 -2.610
C 1.158 0.880 -3.431
H -0.407 3.658 -4.172
H -1.391 2.150 -2.323
H 1.880 0.078 -3.422
*
```

***

No. 2
Molecular formula: C29H46IN11O2RuS2
Method: DFT, ωB97M-V/def2-TZVPD

Computed properties:
E_HOMO (spin up / spin down), eV: -8.585 / -8.887
<S²>: 8.82
ΔE to the lowest compared entry with this formula, charge and spin, kcal/mol: 37.9
Energy, a.u.: -3074.180296
Molecular weight, Da: 872.87
Gap between HOMO and LUMO (spin up / spin down), eV: 6.08 / 6.37
Lowest unoccupied orbital energy (spin up / spin down), eV: -2.51 / -2.51

```
! RIJCOSX wB97M-V def2-TZVPD def2/J DEFGRID3
* xyz 1 6
Ru -1.061 0.186 -0.476
N 1.568 0.141 0.065
C 2.096 -1.049 0.711
C 3.476 -1.459 0.163
C 3.936 -2.897 0.431
C 4.354 -3.295 1.877
N 4.552 -2.219 2.856
C 3.789 -1.983 3.926
N 4.262 -1.146 4.868
N 2.609 -2.552 4.065
C 1.048 -2.152 0.455
O 0.916 -3.053 1.354
O 0.385 -2.069 -0.585
H 1.598 0.015 -0.939
H 2.085 0.980 0.297
H 2.144 -0.840 1.779
H 4.236 -0.755 0.513
H 3.404 -1.348 -0.922
H 4.797 -3.083 -0.210
H 3.142 -3.567 0.098
H 5.314 -3.805 1.818
H 3.644 -4.005 2.295
H 5.438 -1.744 2.819
H 5.204 -0.800 4.852
H 3.697 -0.906 5.662
H 1.971 -2.741 3.193
H 2.119 -2.364 4.926
C -2.987 1.329 -4.333
N -4.056 0.533 -3.769
C -4.928 -0.296 -4.447
C -5.688 -0.920 -3.525
N -5.273 -0.461 -2.297
C -4.255 0.416 -2.436
S -3.480 1.295 -1.221
H -3.055 1.318 -5.417
H -2.029 0.920 -4.015
H -3.057 2.350 -3.961
H -4.956 -0.341 -5.521
H -6.471 -1.646 -3.648
H -5.572 -0.798 -1.398
C -1.059 -4.280 -2.518
N -1.455 -4.414 -1.136
C -1.205 -5.480 -0.294
C -1.703 -5.167 0.916
N -2.254 -3.907 0.799
C -2.090 -3.436 -0.456
S -2.681 -1.993 -1.086
H -0.374 -5.082 -2.780
H -0.573 -3.315 -2.653
H -1.933 -4.319 -3.168
H -0.696 -6.366 -0.629
H -1.701 -5.719 1.838
H -2.710 -3.383 1.524
C 0.310 2.744 2.488
C -0.402 3.934 1.825
C -1.919 3.735 1.725
C 0.190 4.281 0.471
C 0.679 5.558 0.329
C 1.268 6.002 -0.850
C 1.386 5.122 -1.917
C 0.904 3.832 -1.877
C 1.181 2.992 -3.116
C 2.423 2.119 -2.885
C 0.013 2.160 -3.645
C 0.238 3.337 -0.663
N -0.257 2.136 -0.592
H -0.021 2.627 3.524
H 1.390 2.912 2.491
H 0.097 1.832 1.939
H -0.234 4.805 2.465
H -2.139 2.819 1.187
H -2.371 4.566 1.182
H -2.363 3.689 2.722
H 0.602 6.238 1.170
H 1.632 7.017 -0.934
H 1.872 5.462 -2.826
H 1.434 3.705 -3.906
H 2.184 1.300 -2.207
H 3.232 2.707 -2.448
H 2.773 1.701 -3.830
H -0.332 1.453 -2.898
H 0.325 1.611 -4.538
H -0.819 2.815 -3.908
I -3.499 0.823 5.481
C -2.478 0.009 3.867
C -1.407 -0.851 3.918
N -1.048 -1.089 2.640
N -1.836 -0.437 1.773
C -2.712 0.232 2.502
H -0.926 -1.296 4.773
H -0.364 -1.747 2.280
H -3.484 0.819 2.034
*
```

***

No. 3
Molecular formula: C29H46LaP2
Method: DFT, ωB97M-V/def2-TZVPD

Computed properties:
E_HOMO, eV: -8.063
ΔE to the lowest compared entry with this formula, charge and spin, kcal/mol: 44.8
Energy, a.u.: -1846.484787
Molecular weight, Da: 595.54
Gap between HOMO and LUMO, eV: 5.47
Lowest unoccupied orbital energy, eV: -2.60

```
! RIJCOSX wB97M-V def2-TZVPD def2/J DEFGRID3
* xyz 1 1
La 1.420 -0.238 0.760
C -0.772 -1.025 2.494
C -0.464 -2.198 1.738
C 1.360 -1.714 3.076
C 0.350 -0.733 3.328
C 0.851 -2.627 2.098
C -2.081 -0.321 2.566
H -1.956 0.773 2.514
H -2.597 -0.520 3.523
H -2.757 -0.613 1.748
C 0.409 0.346 4.348
H -0.585 0.524 4.794
H 0.753 1.300 3.920
H 1.117 0.085 5.148
C 2.675 -1.811 3.758
H 2.628 -1.383 4.771
H 3.469 -1.262 3.225
H 2.995 -2.864 3.819
C 1.504 -3.886 1.652
H 2.119 -4.309 2.459
H 2.167 -3.758 0.782
H 0.746 -4.630 1.364
C -1.395 -2.965 0.876
H -1.599 -3.957 1.316
H -0.996 -3.149 -0.134
H -2.355 -2.449 0.761
C -3.268 2.423 -0.291
C -4.272 1.675 -0.767
C -4.323 0.822 -2.002
C -3.270 1.160 -3.093
C -2.012 0.264 -2.851
C -1.908 -0.018 -1.442
C -1.237 0.954 -0.556
C -1.819 2.396 -0.707
H -5.335 0.886 -2.436
H -3.045 2.232 -3.108
H -4.206 -0.243 -1.713
H -1.635 2.747 -1.736
H -3.477 3.102 0.548
H -5.213 1.670 -0.202
H -1.231 3.059 -0.046
H -1.346 0.660 0.503
H -1.991 -1.054 -1.092
H -0.133 1.010 -0.788
H -3.687 0.906 -4.078
H -2.213 -0.686 -3.378
P -0.284 0.711 -3.467
C -0.277 2.461 -3.918
C -0.293 -0.098 -5.112
P 1.132 -1.325 -1.546
C 1.267 0.111 -2.720
C 0.406 -2.609 -2.595
C 2.926 -1.714 -1.185
H 0.246 3.089 -3.184
H -1.289 2.857 -4.081
H 0.257 2.525 -4.878
H 0.136 0.605 -5.842
H -1.318 -0.348 -5.416
H 0.303 -1.022 -5.107
H 3.320 -1.942 -2.187
H 3.035 -2.610 -0.547
H 3.520 -0.871 -0.749
H 1.766 0.998 -2.274
H 1.908 -0.249 -3.549
H 0.444 -3.566 -2.049
H 0.963 -2.705 -3.544
H -0.661 -2.401 -2.805
C 2.950 3.036 3.687
C 3.697 1.891 3.423
C 3.559 1.232 2.173
C 2.623 1.747 1.280
C 1.878 2.890 1.505
C 2.047 3.536 2.751
H 3.072 3.549 4.649
H 4.387 1.500 4.169
H 4.211 0.389 1.923
H 1.211 3.312 0.738
H 1.470 4.441 2.981
*
```

***

No. 4
Molecular formula: C29H46P2Y
Method: DFT, ωB97M-V/def2-TZVPD

Computed properties:
E_HOMO, eV: -10.217
ΔE to the lowest compared entry with this formula, charge and spin, kcal/mol: 24.7
Energy, a.u.: -1853.354324
Molecular weight, Da: 545.54
Gap between HOMO and LUMO, eV: 7.47
Lowest unoccupied orbital energy, eV: -2.75

```
! RIJCOSX wB97M-V def2-TZVPD def2/J DEFGRID3
* xyz 1 1
Y 1.333 -0.047 0.516
C 2.241 1.914 2.082
C 1.325 1.151 2.876
C 3.218 -0.130 2.526
C 3.416 1.130 1.889
C 1.915 -0.134 3.111
C 2.093 3.338 1.687
H 1.046 3.589 1.483
H 2.679 3.544 0.783
H 2.454 4.018 2.477
C 4.678 1.595 1.266
H 4.716 2.694 1.236
H 4.761 1.237 0.232
H 5.557 1.233 1.814
C 4.247 -1.185 2.685
H 5.223 -0.750 2.940
H 4.376 -1.757 1.758
H 3.963 -1.888 3.478
C 1.385 -1.187 4.010
H 1.676 -1.001 5.058
H 1.781 -2.171 3.731
H 0.289 -1.231 3.972
C 0.107 1.666 3.546
H 0.332 2.019 4.569
H -0.664 0.889 3.637
H -0.325 2.516 3.004
C -2.880 0.566 -3.003
C -3.149 1.655 -2.253
C -4.454 1.893 -1.536
C -5.164 0.635 -0.967
C -4.227 -0.360 -0.363
C -3.767 -1.477 -0.979
C -3.842 -1.732 -2.456
C -3.894 -0.471 -3.364
H -5.143 2.404 -2.235
H -5.821 0.182 -1.724
H -4.307 2.599 -0.699
H -4.914 -0.059 -3.384
H -1.944 0.480 -3.565
H -2.538 2.562 -2.354
H -3.678 -0.803 -4.392
H -2.985 -2.347 -2.779
H -3.542 -2.371 -0.388
H -4.737 -2.348 -2.655
H -5.829 0.985 -0.158
H -4.080 -0.210 0.711
P -0.245 1.575 -0.832
C 0.072 2.002 -2.560
C -1.359 2.740 0.009
P -0.882 -1.466 0.699
C -1.121 -0.127 -0.733
C -2.207 -1.356 1.941
C -0.991 -3.094 -0.113
H 0.854 1.340 -2.961
H 0.458 3.030 -2.606
H -0.804 1.932 -3.206
H -2.417 2.522 -0.192
H -1.133 3.765 -0.320
H -1.209 2.696 1.097
H -1.798 -3.127 -0.857
H -1.156 -3.863 0.659
H -0.037 -3.319 -0.614
H -1.080 -0.645 -1.703
H -2.155 0.184 -0.619
H -1.922 -1.976 2.806
H -3.171 -1.717 1.557
H -2.323 -0.320 2.298
C 4.421 -2.816 -2.697
C 5.057 -2.093 -1.676
C 4.295 -1.303 -0.788
C 2.921 -1.257 -0.928
C 2.274 -1.940 -1.952
C 3.034 -2.737 -2.838
H 5.012 -3.429 -3.381
H 6.142 -2.133 -1.562
H 4.824 -0.743 -0.013
H 1.185 -1.872 -2.104
H 2.528 -3.288 -3.634
*
```

***

No. 5
Molecular formula: C29H47N4O4
Method: DFT, ωB97M-V/def2-TZVPD

Computed properties:
E_HOMO, eV: -10.534
Energy, a.u.: -1652.390140
Molecular weight, Da: 515.72
Gap between HOMO and LUMO, eV: 6.13
Lowest unoccupied orbital energy, eV: -4.41

```
! RIJCOSX wB97M-V def2-TZVPD def2/J DEFGRID3
* xyz 1 1
C -0.281 6.053 -1.099
C -0.301 4.747 -0.954
C -0.041 3.175 -1.034
C -0.069 2.353 0.303
C 0.204 0.802 0.196
C 0.245 -0.146 1.493
C 1.183 0.391 2.689
O 2.043 -0.429 3.181
C 1.124 1.847 3.350
C 2.466 2.692 3.355
C 2.596 4.158 3.934
C 1.314 4.827 4.550
C -0.070 4.023 4.548
C -0.150 2.541 3.961
C 0.444 0.170 -1.249
N 0.465 0.984 -2.485
C 0.669 0.393 -3.844
C 1.197 -1.126 -3.868
C -0.015 -2.232 -3.752
C 0.258 -3.336 -2.587
O -0.147 -4.682 -2.962
C 0.230 2.450 -2.437
N 0.215 3.334 -3.607
C -1.166 3.690 -4.077
C -2.324 2.641 -3.677
H -0.292 7.210 -1.064
H -0.285 2.904 1.288
H 0.722 -1.152 1.144
H -0.833 -0.422 1.835
H 3.403 2.217 2.887
H 3.623 4.662 3.882
H 1.390 5.895 5.003
H -0.962 4.582 5.001
H -1.166 2.003 3.971
H 0.600 -0.974 -1.246
H 1.477 1.026 -4.398
H -0.321 0.408 -4.458
H 1.987 -1.369 -3.046
H 1.703 -1.345 -4.891
H -1.015 -1.679 -3.557
H -0.160 -2.823 -4.741
H 1.366 -3.291 -2.248
H -0.361 -2.978 -1.662
H -0.101 -5.211 -2.125
H 0.846 3.033 -4.362
H -1.137 3.832 -5.216
H -1.410 4.734 -3.624
H -2.063 1.636 -4.175
H -2.537 2.555 -2.552
H -3.308 3.050 -4.152
C 6.391 -3.876 3.403
C 5.502 -2.649 3.594
C 5.215 -2.303 5.072
O 4.279 -3.166 5.713
C 4.808 -4.422 6.100
N 4.259 -2.840 2.836
H 5.850 -4.815 3.527
H 6.805 -3.887 2.389
H 7.231 -3.867 4.104
H 6.037 -1.796 3.162
H 4.760 -1.306 5.100
H 6.140 -2.236 5.657
H 5.845 -4.346 6.442
H 4.728 -5.133 5.277
H 4.201 -4.811 6.921
H 3.720 -1.975 2.870
H 3.683 -3.503 3.358
C -6.605 -2.033 -1.692
C -7.042 -0.700 -2.297
C -6.003 -0.071 -3.251
O -4.876 0.516 -2.601
C -3.911 -0.416 -2.148
N -7.400 0.220 -1.210
H -5.904 -1.913 -0.864
H -7.471 -2.567 -1.290
H -6.141 -2.675 -2.447
H -7.943 -0.898 -2.887
H -6.493 0.751 -3.784
H -5.677 -0.784 -4.018
H -3.802 -1.264 -2.833
H -4.166 -0.765 -1.146
H -2.947 0.096 -2.075
H -7.801 1.065 -1.616
H -6.529 0.546 -0.786
*
```

***

What did the fourth record say?
Molecular formula: C29H46P2Y
Method: DFT, ωB97M-V/def2-TZVPD

Computed properties:
E_HOMO, eV: -10.217
ΔE to the lowest compared entry with this formula, charge and spin, kcal/mol: 24.7
Energy, a.u.: -1853.354324
Molecular weight, Da: 545.54
Gap between HOMO and LUMO, eV: 7.47
Lowest unoccupied orbital energy, eV: -2.75

```
! RIJCOSX wB97M-V def2-TZVPD def2/J DEFGRID3
* xyz 1 1
Y 1.333 -0.047 0.516
C 2.241 1.914 2.082
C 1.325 1.151 2.876
C 3.218 -0.130 2.526
C 3.416 1.130 1.889
C 1.915 -0.134 3.111
C 2.093 3.338 1.687
H 1.046 3.589 1.483
H 2.679 3.544 0.783
H 2.454 4.018 2.477
C 4.678 1.595 1.266
H 4.716 2.694 1.236
H 4.761 1.237 0.232
H 5.557 1.233 1.814
C 4.247 -1.185 2.685
H 5.223 -0.750 2.940
H 4.376 -1.757 1.758
H 3.963 -1.888 3.478
C 1.385 -1.187 4.010
H 1.676 -1.001 5.058
H 1.781 -2.171 3.731
H 0.289 -1.231 3.972
C 0.107 1.666 3.546
H 0.332 2.019 4.569
H -0.664 0.889 3.637
H -0.325 2.516 3.004
C -2.880 0.566 -3.003
C -3.149 1.655 -2.253
C -4.454 1.893 -1.536
C -5.164 0.635 -0.967
C -4.227 -0.360 -0.363
C -3.767 -1.477 -0.979
C -3.842 -1.732 -2.456
C -3.894 -0.471 -3.364
H -5.143 2.404 -2.235
H -5.821 0.182 -1.724
H -4.307 2.599 -0.699
H -4.914 -0.059 -3.384
H -1.944 0.480 -3.565
H -2.538 2.562 -2.354
H -3.678 -0.803 -4.392
H -2.985 -2.347 -2.779
H -3.542 -2.371 -0.388
H -4.737 -2.348 -2.655
H -5.829 0.985 -0.158
H -4.080 -0.210 0.711
P -0.245 1.575 -0.832
C 0.072 2.002 -2.560
C -1.359 2.740 0.009
P -0.882 -1.466 0.699
C -1.121 -0.127 -0.733
C -2.207 -1.356 1.941
C -0.991 -3.094 -0.113
H 0.854 1.340 -2.961
H 0.458 3.030 -2.606
H -0.804 1.932 -3.206
H -2.417 2.522 -0.192
H -1.133 3.765 -0.320
H -1.209 2.696 1.097
H -1.798 -3.127 -0.857
H -1.156 -3.863 0.659
H -0.037 -3.319 -0.614
H -1.080 -0.645 -1.703
H -2.155 0.184 -0.619
H -1.922 -1.976 2.806
H -3.171 -1.717 1.557
H -2.323 -0.320 2.298
C 4.421 -2.816 -2.697
C 5.057 -2.093 -1.676
C 4.295 -1.303 -0.788
C 2.921 -1.257 -0.928
C 2.274 -1.940 -1.952
C 3.034 -2.737 -2.838
H 5.012 -3.429 -3.381
H 6.142 -2.133 -1.562
H 4.824 -0.743 -0.013
H 1.185 -1.872 -2.104
H 2.528 -3.288 -3.634
*
```